i.
ORCA calculation (ωB97M-V/def2-TZVPD) on a cluster of 3 separate species, C4H15NO2 in total.

ORCA input file:
```
! RIJCOSX wB97M-V def2-TZVPD def2/J DEFGRID3
* xyz 0 1
C -1.270 1.673 0.910
C 0.065 1.013 0.603
C 0.338 1.348 -0.898
C 0.876 0.015 -1.633
N -0.295 -0.684 -2.216
H -1.880 1.045 1.599
H -1.970 1.861 0.101
H -1.043 2.582 1.476
H 0.917 1.454 1.086
H -0.008 -0.053 0.724
H -0.516 1.606 -1.528
H 1.219 1.972 -1.073
H 1.282 -0.697 -0.892
H 1.626 0.104 -2.400
H -0.965 -0.111 -2.704
H -0.056 -1.533 -2.698
O 1.610 -1.795 1.101
H 1.909 -1.491 1.969
H 0.658 -1.648 1.022
O -1.070 -2.030 2.004
H -0.259 -2.388 2.364
H -1.168 -2.242 1.083
*
```

Properties
SMILES = CCCCN.O.O

ii.
ORCA calculation (ωB97M-V/def2-TZVPD) on a cluster of 3 separate species, C4H15NO2 in total.

ORCA input file:
```
! RIJCOSX wB97M-V def2-TZVPD def2/J DEFGRID3
* xyz 0 1
C 1.289 0.574 -0.797
C 0.122 1.243 -0.121
N 0.020 0.953 1.291
C 0.821 -0.006 2.199
C -1.189 1.380 1.982
H 2.229 0.959 -0.567
H 1.255 0.736 -1.856
H 1.260 -0.447 -0.412
H -0.178 2.277 -0.402
H -0.789 0.698 -0.405
H 1.168 0.596 3.118
H 0.160 -0.795 2.590
H 1.725 -0.185 1.559
H -2.086 0.819 1.838
H -1.403 2.410 1.946
H -0.890 0.957 2.945
O -2.953 -4.457 -0.804
H -3.550 -5.028 -0.258
H -2.074 -4.752 -0.961
O 1.481 0.804 -4.058
H 1.132 0.504 -4.847
H 2.451 0.758 -3.978
*
```

Properties
SMILES = CCN(C)C.O.O

The structure with the greatest stability is i.

i.
ORCA calculation (ωB97M-V/def2-TZVPD) on a cluster of 6 separate species, H12O5S in total.

ORCA input file:
```
! RIJCOSX wB97M-V def2-TZVPD def2/J DEFGRID3
* xyz 0 1
O -1.052 0.332 -0.674
H -0.218 -0.029 -0.989
H -1.146 0.142 0.264
O -1.806 2.706 -2.720
H -1.920 2.264 -3.571
H -1.911 1.934 -2.141
O -0.176 -0.419 2.539
H 0.069 0.305 3.145
H 0.460 -1.102 2.813
O 0.494 -2.461 -0.169
H -0.439 -2.252 -0.035
H 0.477 -3.308 -0.637
O -2.024 -2.547 1.329
H -2.000 -1.614 1.579
H -1.348 -2.936 1.891
S 2.446 1.366 -0.238
H 2.960 1.463 -1.473
H 2.054 2.646 -0.326
*
```

Properties
SMILES = O.O.O.O.O.S

ii.
ORCA calculation (ωB97M-V/def2-TZVPD) on a cluster of 6 separate species, H12O5S in total.

ORCA input file:
```
! RIJCOSX wB97M-V def2-TZVPD def2/J DEFGRID3
* xyz 0 1
O 1.481 -2.672 -3.067
H 1.677 -3.365 -3.690
H 1.977 -1.987 -3.548
O 1.814 2.987 2.259
H 2.168 3.327 1.439
H 1.590 3.857 2.639
O 1.045 0.727 0.518
H 1.494 0.095 1.057
H 0.829 1.553 1.002
O -1.457 -1.634 -1.149
H -0.624 -1.952 -1.492
H -1.464 -2.082 -0.322
O -1.399 -2.614 2.216
H -2.163 -2.620 1.641
H -1.308 -1.710 2.549
S -2.435 2.858 -0.841
H -1.577 1.994 -1.372
H -1.648 3.240 0.161
*
```

Properties
SMILES = O.O.O.O.O.S

The structure with the greatest stability is i.

i.
ORCA calculation (ωB97M-V/def2-TZVPD) on the ion C6H10NO with charge +1.

ORCA input file:
```
! RIJCOSX wB97M-V def2-TZVPD def2/J DEFGRID3
* xyz 1 1
C 0.096 0.128 -0.085
C -1.274 -0.772 -0.007
C 1.252 -0.839 0.007
C 0.013 0.910 -1.375
C -2.449 -0.083 0.725
C 2.344 0.042 0.680
N 1.460 -2.011 -0.256
O -1.289 -1.849 -0.453
H 0.035 0.776 0.684
H -0.754 1.663 -1.444
H 0.044 0.171 -2.152
H 0.831 1.527 -1.452
H -2.092 0.040 1.857
H -3.278 -0.691 0.631
H -2.565 0.774 0.179
H 3.189 -0.556 0.559
H 2.220 -0.150 1.766
H 2.219 0.920 0.137
*
```

ii.
ORCA calculation (ωB97M-V/def2-TZVPD) on the ion C6H10NO with charge +1.

ORCA input file:
```
! RIJCOSX wB97M-V def2-TZVPD def2/J DEFGRID3
* xyz 1 1
C -0.184 -0.339 0.329
C 1.137 -0.360 0.100
C -0.704 1.082 0.261
C -1.072 -1.579 0.422
C 2.431 -1.038 0.072
C -1.570 1.532 -0.863
N 0.372 1.916 0.152
O 1.486 1.342 0.026
H -1.115 1.412 1.251
H -2.040 -1.333 -0.101
H -1.288 -1.739 1.536
H -0.523 -2.357 -0.179
H 2.955 -1.305 -0.858
H 2.274 -1.928 0.711
H 3.073 -0.368 0.661
H -2.645 1.039 -0.894
H -0.900 1.372 -1.742
H -1.686 2.650 -0.885
*
```

iii.
ORCA calculation (ωB97M-V/def2-TZVPD) on the ion C6H10NO with charge +1.

ORCA input file:
```
! RIJCOSX wB97M-V def2-TZVPD def2/J DEFGRID3
* xyz 1 1
C 2.698 -0.938 0.219
N 1.585 -0.548 0.692
C 0.418 0.022 -0.119
C 0.781 0.610 -1.261
C -1.149 0.197 0.181
C -1.493 1.559 0.681
C -2.011 -0.794 -0.039
O -1.765 -2.032 -0.471
H 2.896 -0.915 -0.840
H 3.477 -1.277 0.887
H 1.383 -0.606 1.688
H 0.028 1.038 -1.901
H 1.798 0.753 -1.586
H -1.561 2.272 -0.142
H -0.736 1.927 1.371
H -2.451 1.543 1.195
H -3.068 -0.626 0.113
H -0.833 -2.185 -0.669
*
```

Properties
SMILES = C=[NH+]C(=C)/C(C)=C\O

The structure with the greatest stability is iii.

i.
ORCA calculation (ωB97M-V/def2-TZVPD) on a structure of composition C32H33N6O3SSeW.

ORCA input file:
```
! RIJCOSX wB97M-V def2-TZVPD def2/J DEFGRID3
* xyz 1 1
W -0.059 -1.034 1.562
C 0.483 0.434 4.361
N -0.451 -0.644 3.986
C -1.859 -0.346 4.281
C -2.602 0.118 3.069
N -2.052 0.569 1.976
C -3.110 0.783 1.093
C -3.114 1.277 -0.209
C -4.325 1.334 -0.874
C -5.518 0.924 -0.258
C -5.534 0.481 1.051
C -4.310 0.431 1.706
N -3.947 0.038 2.987
C 1.379 0.693 3.191
N 0.690 0.857 2.063
C 1.284 1.883 1.364
C 0.972 2.447 0.123
C 1.784 3.457 -0.327
C 2.899 3.904 0.419
C 3.205 3.367 1.644
C 2.355 2.361 2.107
N 2.336 1.623 3.260
H -0.076 1.355 4.507
H 1.035 0.214 5.277
H -0.183 -1.514 4.424
H -2.346 -1.253 4.633
H -1.934 0.407 5.071
H -2.208 1.646 -0.675
H -4.360 1.708 -1.890
H -6.443 0.964 -0.819
H -6.455 0.181 1.537
H -4.557 -0.358 3.681
H 0.118 2.109 -0.442
H 1.564 3.921 -1.281
H 3.520 4.698 0.024
H 4.050 3.719 2.224
H 3.013 1.683 4.007
C 3.689 -2.512 -0.487
C 3.123 -1.670 0.641
C 4.009 -1.733 1.877
O 3.003 -0.293 0.228
C 1.688 -2.152 0.967
O 0.986 -2.813 0.118
O 1.309 -2.151 2.275
H 4.748 -2.277 -0.627
H 3.155 -2.326 -1.416
H 3.597 -3.574 -0.253
H 5.002 -1.337 1.647
H 4.119 -2.767 2.210
H 3.573 -1.161 2.695
H 3.890 0.034 0.048
N -0.264 -0.481 -0.402
S 0.681 -0.950 -1.663
C -0.365 -2.053 -2.600
C -0.074 -2.264 -3.943
C -0.882 -3.119 -4.673
C -1.963 -3.747 -4.062
C -2.223 -3.542 -2.715
C -1.414 -2.694 -1.965
C 0.556 0.489 -2.725
C -0.672 0.953 -3.189
C -0.715 2.108 -3.951
C 0.464 2.785 -4.260
C 1.684 2.305 -3.807
C 1.732 1.151 -3.032
H -1.167 -0.188 -0.758
H 0.760 -1.758 -4.416
H -0.668 -3.295 -5.719
H -2.601 -4.402 -4.642
H -3.049 -4.047 -2.230
H -1.588 -2.560 -0.903
H -1.587 0.406 -2.978
H -1.665 2.471 -4.323
H 0.429 3.680 -4.869
H 2.601 2.822 -4.061
H 2.681 0.767 -2.671
Se -1.827 -2.543 1.781
*
```

ii.
ORCA calculation (ωB97M-V/def2-TZVPD) on a structure of composition C32H33N6O3SSeW.

ORCA input file:
```
! RIJCOSX wB97M-V def2-TZVPD def2/J DEFGRID3
* xyz 1 1
W 1.208 -0.537 0.245
C 3.311 1.394 2.208
N 3.384 0.079 1.586
C 3.480 -1.034 2.523
C 2.105 -1.331 3.023
N 1.019 -1.058 2.327
C -0.060 -1.452 3.122
C -1.432 -1.322 2.920
C -2.267 -1.805 3.908
C -1.760 -2.393 5.077
C -0.401 -2.499 5.300
C 0.430 -2.010 4.301
N 1.813 -1.915 4.202
C 2.074 2.101 1.763
N 1.115 1.500 1.104
C 0.118 2.465 0.895
C -1.116 2.376 0.257
C -1.887 3.519 0.219
C -1.452 4.723 0.795
C -0.232 4.820 1.432
C 0.536 3.663 1.469
N 1.789 3.393 2.011
H 3.254 1.288 3.296
H 4.194 2.001 1.996
H 4.094 0.050 0.868
H 3.848 -1.906 1.980
H 4.154 -0.837 3.365
H -1.825 -0.829 2.041
H -3.338 -1.719 3.786
H -2.449 -2.758 5.825
H -0.010 -2.934 6.209
H 2.487 -2.228 4.881
H -1.441 1.454 -0.203
H -2.848 3.490 -0.277
H -2.088 5.596 0.735
H 0.104 5.747 1.876
H 2.396 4.048 2.474
C 3.383 3.077 -1.946
C 2.944 1.661 -2.284
C 3.276 1.306 -3.729
O 3.641 0.796 -1.394
C 1.413 1.569 -2.118
O 0.715 2.315 -2.773
O 0.881 0.614 -1.387
H 4.457 3.174 -2.108
H 3.162 3.307 -0.900
H 2.853 3.792 -2.571
H 4.350 1.402 -3.889
H 2.746 1.967 -4.412
H 2.980 0.277 -3.950
H 3.468 -0.120 -1.661
N -0.588 -1.205 -0.337
S -0.958 -1.272 -1.961
C -1.547 -2.941 -2.173
C -2.434 -3.229 -3.203
C -2.803 -4.546 -3.421
C -2.282 -5.558 -2.625
C -1.381 -5.258 -1.615
C -1.000 -3.943 -1.384
C -2.443 -0.314 -2.158
C -3.654 -0.704 -1.595
C -4.742 0.145 -1.700
C -4.614 1.363 -2.360
C -3.399 1.741 -2.910
C -2.295 0.902 -2.809
H -1.283 -1.728 0.188
H -2.840 -2.438 -3.821
H -3.499 -4.781 -4.214
H -2.574 -6.585 -2.800
H -0.962 -6.048 -1.006
H -0.266 -3.704 -0.624
H -3.751 -1.662 -1.099
H -5.693 -0.146 -1.275
H -5.471 2.018 -2.444
H -3.298 2.691 -3.417
H -1.330 1.215 -3.191
Se 2.528 -2.288 -0.462
*
```

The structure with the greatest stability is ii.

i.
ORCA calculation (ωB97M-V/def2-TZVPD) on a cluster of 2 separate species, C5H13NOSi in total.

ORCA input file:
```
! RIJCOSX wB97M-V def2-TZVPD def2/J DEFGRID3
* xyz 0 1
C 1.813 -3.090 -0.621
C 1.332 -1.839 0.029
Si 1.059 -0.274 -0.710
O 1.376 1.234 -0.181
C 1.759 1.650 1.092
H 2.917 -3.422 -0.447
H 1.743 -3.026 -1.757
H 1.232 -3.936 -0.189
H 1.636 -1.688 1.002
H 0.351 0.199 -1.983
H 1.762 2.778 1.060
H 2.703 1.213 1.450
H 0.931 1.262 1.768
C -3.055 1.615 -1.169
N -2.681 0.586 -0.606
C -2.262 0.625 0.770
H -2.932 2.686 -0.677
H -3.277 1.571 -2.247
H -1.507 -0.086 0.943
H -1.868 1.582 1.031
H -3.033 0.360 1.440
*
```

Properties
SMILES = C/C=[SiH]/OC.C=NC

ii.
ORCA calculation (ωB97M-V/def2-TZVPD) on a cluster of 2 separate species, C5H13NOSi in total.

ORCA input file:
```
! RIJCOSX wB97M-V def2-TZVPD def2/J DEFGRID3
* xyz 0 1
C -0.785 -0.932 1.605
C -1.826 -0.464 0.696
C 0.535 -1.210 0.837
C 2.095 -0.934 -2.405
C -0.400 2.916 0.882
N -1.524 -0.688 -0.554
O 0.766 -0.719 -1.964
Si -0.075 -1.696 -0.910
H -0.622 -0.257 2.475
H -1.018 -1.959 1.791
H -2.778 -0.069 0.910
H -0.341 2.004 1.465
H 1.176 -0.358 0.844
H 1.035 -1.931 1.301
H 2.148 -0.246 -3.233
H 2.256 -1.941 -2.891
H 2.975 -0.516 -1.713
H -0.875 3.725 1.342
H -0.993 2.685 -0.057
H 0.719 3.261 0.679
H -2.468 -0.670 -1.099
*
```

The structure with the greatest stability is ii.

i.
ORCA calculation (ωB97M-V/def2-TZVPD) on a cluster of 2 separate species, CNO3S2 in total.

ORCA input file:
```
! RIJCOSX wB97M-V def2-TZVPD def2/J DEFGRID3
* xyz -1 1
C -1.412 -1.069 -0.412
N -1.381 -2.200 -0.673
O 1.616 -0.255 -0.595
O 0.928 0.313 1.706
O -1.481 0.123 -0.137
S 0.827 2.483 -0.186
S 0.902 0.605 0.297
*
```

ii.
ORCA calculation (ωB97M-V/def2-TZVPD) on a cluster of 2 separate species, CNO3S2 in total.

ORCA input file:
```
! RIJCOSX wB97M-V def2-TZVPD def2/J DEFGRID3
* xyz -1 1
C 1.624 -0.059 -0.063
N -0.454 -0.341 0.224
O 1.500 0.509 -1.049
O 2.166 -0.443 0.866
O -2.594 1.132 -0.357
S -1.017 -1.839 0.191
S -1.224 1.042 0.188
*
```

The structure with the greatest stability is ii.

i.
ORCA calculation (ωB97M-V/def2-TZVPD) on the ion C6H6N with charge +1.

ORCA input file:
```
! RIJCOSX wB97M-V def2-TZVPD def2/J DEFGRID3
* xyz 1 1
C -3.162 0.265 -0.100
C -4.459 0.442 -0.074
C 0.332 0.699 -0.757
C 0.037 1.014 0.652
C -1.928 0.081 -0.015
C -0.595 -0.222 -0.028
N -0.337 -1.559 0.233
H 0.027 1.437 -1.365
H 1.125 0.188 -1.244
H 0.761 0.864 1.473
H -0.685 1.839 0.863
H 0.160 -2.160 -0.437
H -1.248 -2.078 0.579
*
```

ii.
ORCA calculation (ωB97M-V/def2-TZVPD) on a structure of composition C6H6N.

ORCA input file:
```
! RIJCOSX wB97M-V def2-TZVPD def2/J DEFGRID3
* xyz 1 1
C -3.372 -0.856 0.382
C -2.204 -0.779 0.061
C -0.006 0.501 -0.922
C 0.844 0.807 0.330
C -0.903 -0.186 -0.206
C -0.074 -0.158 0.989
N 1.986 -0.092 0.041
H -4.360 -1.240 0.471
H 0.254 0.776 -2.008
H 1.044 1.840 0.683
H 2.842 0.514 -0.165
H 1.661 -0.792 -0.676
H 2.288 -0.335 1.019
*
```

iii.
ORCA calculation (ωB97M-V/def2-TZVPD) on the ion C6H6N with charge +1.

ORCA input file:
```
! RIJCOSX wB97M-V def2-TZVPD def2/J DEFGRID3
* xyz 1 1
C -0.018 -1.014 -1.668
C -0.306 -0.551 -0.496
C -1.169 -0.585 0.592
C -1.127 0.247 1.660
N -0.122 1.180 1.683
C 0.713 1.217 0.811
C 1.561 1.051 -0.174
H 0.891 -0.857 -2.224
H -0.754 -1.620 -2.194
H -1.845 -1.433 0.603
H -1.784 0.214 2.514
H 1.454 1.594 -1.104
H 2.507 0.556 -0.003
*
```

Properties
SMILES = C=C=CC=[N+]=C=C

iv.
ORCA calculation (ωB97M-V/def2-TZVPD) on a structure of composition C6H6N.

ORCA input file:
```
! RIJCOSX wB97M-V def2-TZVPD def2/J DEFGRID3
* xyz 1 1
C 1.300 -1.300 -0.951
C 0.347 0.443 0.542
C 0.546 -1.594 -2.124
C 0.428 -0.288 -0.661
C -0.575 0.988 1.338
C -1.486 1.420 2.098
N -0.225 -0.515 -2.058
H 1.855 -1.970 -0.355
H 1.298 0.289 1.058
H 0.574 -2.282 -2.939
H -0.874 -0.016 -2.750
H -1.682 0.542 2.743
H -1.750 2.373 2.476
*
```

The structure with the greatest stability is iii.

i.
ORCA calculation (ωB97M-V/def2-TZVPD) on an isolated molecule of CH2NOP.

ORCA input file:
```
! RIJCOSX wB97M-V def2-TZVPD def2/J DEFGRID3
* xyz 0 1
C 0.976 0.546 0.286
N -0.620 -1.875 0.177
O 2.071 0.597 -0.031
P -0.672 -0.376 0.060
H -0.582 0.309 -1.208
H -1.173 0.799 0.716
*
```

ii.
ORCA calculation (ωB97M-V/def2-TZVPD) on a structure of composition CH2NOP.

ORCA input file:
```
! RIJCOSX wB97M-V def2-TZVPD def2/J DEFGRID3
* xyz 0 1
C -1.840 -0.644 0.017
N -0.733 -0.966 -0.127
O -0.303 1.445 -0.021
P 0.420 0.223 -0.014
H 1.249 0.059 -1.096
H 1.207 -0.117 1.241
*
```

The structure with the greatest stability is ii.

i.
ORCA calculation (ωB97M-V/def2-TZVPD) on a cluster of 2 separate species, C4H9O4 in total.

ORCA input file:
```
! RIJCOSX wB97M-V def2-TZVPD def2/J DEFGRID3
* xyz -1 1
O 1.101 1.403 1.443
C 0.880 0.668 0.431
O 1.756 0.087 -0.277
C -0.465 0.640 -0.025
C -0.932 -0.824 -0.211
C -2.390 -0.777 -0.665
O -0.193 -1.357 -1.288
H -1.140 1.188 0.648
H -0.617 1.028 -1.037
H -0.781 -1.577 0.695
H -2.985 0.088 -0.369
H -2.966 -1.640 -0.440
H -2.474 -0.567 -1.835
H 0.724 -0.970 -1.219
H 3.401 0.799 0.547
H 3.267 1.041 2.138
O 3.815 0.770 1.465
*
```

ii.
ORCA calculation (ωB97M-V/def2-TZVPD) on a cluster of 2 separate species, C4H9O4 in total.

ORCA input file:
```
! RIJCOSX wB97M-V def2-TZVPD def2/J DEFGRID3
* xyz -1 1
C 0.119 -1.653 -0.080
O 0.715 -1.988 -1.228
C -0.649 -0.280 -0.039
C -0.376 0.685 1.119
C -1.375 1.823 0.965
O -0.746 2.893 0.379
O -2.470 2.047 1.440
H -0.787 -2.273 0.216
H 0.874 -1.765 0.760
H -1.728 -0.483 -0.092
H -0.519 0.294 -0.980
H -0.323 0.370 2.170
H 0.575 1.196 0.908
H -1.237 3.694 0.551
H 2.538 -1.610 -2.783
H 2.375 -1.667 -1.302
O 3.014 -1.284 -2.004
*
```

iii.
ORCA calculation (ωB97M-V/def2-TZVPD) on a cluster of 2 separate species, C4H9O4 in total.

ORCA input file:
```
! RIJCOSX wB97M-V def2-TZVPD def2/J DEFGRID3
* xyz -1 1
O 0.589 1.057 1.218
C 1.028 -0.003 0.692
O 2.099 -0.567 1.034
C 0.266 -0.582 -0.506
C -0.950 0.220 -0.917
C -1.778 -0.312 -2.105
O -1.853 0.412 0.148
H 1.001 -0.630 -1.305
H -0.010 -1.600 -0.206
H -0.608 1.194 -1.287
H -2.485 -1.055 -1.731
H -1.139 -0.732 -2.880
H -2.315 0.556 -2.483
H -1.297 0.599 0.924
H 2.480 -0.145 2.705
H 2.316 1.209 3.171
O 2.655 0.378 3.528
*
```

The structure with the greatest stability is iii.